{"formula": "C26H33Cl3N8O2SSeSi2W", "method": "wB97M-V/def2-TZVPD", "homo_lumo_gap_ev": [3.56, 3.55], "largest_force_ha_per_bohr": 0.0516, "multiplicity": 1, "e_homo_ev": [-6.56, -6.55], "e_above_lowest_kj_mol": 195.6, "symbols": ["W", "N", "C", "S", "N", "N", "C", "C", "C", "C", "C", "C", "C", "O", "H", "H", "H", "H", "H", "H", "H", "Cl", "Si", "Cl", "Cl", "C", "Si", "C", "C", "H", "H", "H", "H", "H", "H", "H", "H", "H", "C", "C", "N", "C", "C", "C", "O", "C", "C", "C", "C", "N", "C", "H", "H", "H", "H", "H", "H", "H", "H", "H", "H", "H", "H", "H", "H", "Se", "N", "C", "C", "C", "C", "N", "C", "N", "H", "H", "H"], "xyz": [[-0.273117, 1.374796, 1.327420], [-3.863583, 2.029764, 3.699576], [-3.137092, 1.682226, 2.624079], [-2.215599, 0.204317, 2.699636], [-3.235404, 2.354854, 1.522260], [-2.413323, 1.941464, 0.514803], [-2.900771, 2.003909, -0.677853], [-2.229272, 1.450696, -1.804890], [-2.715940, 1.711805, -3.090710], [-2.175327, 1.098240, -4.193803], [-1.139293, 0.183307, -4.019340], [-0.645875, -0.093276, -2.764958], [-1.151538, 0.534350, -1.607667], [-0.651402, 0.268967, -0.425787], [-3.629801, 1.606411, 4.579725], [-4.305630, 2.933813, 3.702334], [-3.909646, 2.394476, -0.805976], [-3.528916, 2.417369, -3.197321], [-2.550427, 1.323398, -5.179773], [-0.716462, -0.317686, -4.878142], [0.187885, -0.769161, -2.656214], [-2.070333, 4.951386, 2.579750], [-0.543574, 3.852690, 1.698561], [1.105467, 4.999909, 2.242408], [0.121906, 1.905920, 3.816007], [3.192125, 1.536332, 3.146523], [2.316622, 1.363385, 1.419632], [3.273113, 2.715893, 0.395843], [3.177646, -0.256061, 0.742163], [4.270195, 1.452936, 3.040783], [2.872637, 0.774526, 3.851215], [2.989668, 2.500253, 3.603956], [4.208471, 2.960354, 0.889377], [2.715927, 3.641005, 0.287620], [3.516294, 2.375479, -0.605934], [4.235501, -0.069414, 0.585024], [2.766234, -0.586462, -0.208295], [3.102956, -1.090415, 1.433841], [1.197671, -5.802258, -1.876218], [0.073965, -5.916541, -0.849580], [-0.153771, -4.671585, -0.126398], [-1.355360, -3.925633, -0.425558], [-1.337791, -3.371989, -1.848686], [0.758949, -4.359776, 0.812367], [1.738449, -5.058420, 1.016579], [0.553088, -3.171687, 1.706979], [0.709493, -3.437771, 3.068501], [0.702992, -2.376138, 3.948250], [0.540408, -1.096329, 3.455559], [0.386860, -0.818712, 2.151583], [0.407934, -1.853682, 1.297838], [1.347674, -6.763722, -2.360709], [2.118782, -5.522303, -1.370850], [0.967289, -5.059185, -2.635627], [0.355172, -6.678576, -0.115328], [-0.863873, -6.209879, -1.323219], [-1.453437, -3.107215, 0.288362], [-2.221450, -4.587090, -0.300483], [-0.414697, -2.828438, -2.026711], [-2.172954, -2.692930, -1.998180], [-1.410272, -4.172185, -2.580410], [0.849102, -4.454558, 3.401438], [0.839437, -2.529325, 5.006033], [0.531213, -0.260931, 4.140640], [0.323752, -1.598283, 0.247907], [-1.542836, 5.993162, -0.698873], [-0.893365, 5.600089, -2.290881], [-0.242575, 4.437370, -2.262459], [0.415310, 3.819184, -3.332589], [1.083198, 2.632640, -3.074399], [1.071819, 2.074712, -1.811033], [0.414916, 2.621495, -0.765775], [-0.199565, 3.774500, -0.993424], [-0.824535, 4.442527, -0.004236], [0.417798, 4.275610, -4.307558], [1.625256, 2.127904, -3.858915], [1.605630, 1.164193, -1.589807]], "atomic_forces_ev_per_a": [[-1.80, -0.71, 0.59], [-0.26, 0.26, 0.15], [0.35, -1.07, -0.52], [0.48, 0.34, -0.48], [-0.91, 1.03, -0.13], [0.55, 0.03, -0.06], [-0.11, 0.00, 1.11], [0.63, -0.35, -0.43], [0.18, 0.04, 0.38], [0.13, -0.07, -0.37], [-0.22, 0.09, -0.08], [0.22, 0.03, 0.24], [-0.61, -0.09, 0.20], [0.34, -0.41, -0.51], [0.05, 0.04, -0.06], [0.00, 0.02, 0.00], [0.00, 0.02, 0.13], [-0.12, 0.03, -0.02], [-0.04, -0.03, -0.11], [0.07, -0.03, -0.08], [0.07, -0.17, 0.10], [-0.07, 0.32, 0.14], [0.61, -1.33, 1.40], [0.01, 0.15, -0.12], [0.01, 0.69, -0.63], [-0.51, -0.05, -0.56], [1.55, 0.27, 0.28], [-0.58, -0.24, 0.15], [-0.54, 0.57, 0.19], [0.24, -0.11, -0.26], [-0.10, -0.14, 0.12], [-0.16, 0.15, 0.02], [0.19, -0.06, 0.14], [-0.10, 0.20, 0.07], [0.11, -0.17, -0.29], [0.24, 0.17, 0.00], [-0.14, -0.12, -0.27], [-0.08, -0.13, 0.15], [-0.14, -0.04, 0.14], [0.35, -0.14, -0.05], [-0.06, -0.18, -0.12], [-0.22, 0.25, -0.15], [-0.10, -0.07, 0.27], [-0.13, 0.27, 0.08], [0.23, -0.24, 0.10], [0.21, 0.12, 0.42], [-0.07, 0.33, -0.23], [0.02, -0.22, -0.25], [0.03, 0.15, -0.01], [0.16, 0.09, 0.20], [0.06, -0.08, -0.22], [0.04, -0.09, -0.11], [0.03, 0.00, -0.03], [-0.03, 0.06, -0.10], [-0.13, 0.04, -0.11], [-0.01, 0.03, 0.04], [-0.08, -0.15, -0.06], [0.05, 0.09, 0.06], [0.09, 0.07, -0.01], [-0.09, 0.07, -0.05], [0.01, -0.09, -0.12], [0.06, -0.08, 0.01], [-0.03, 0.05, 0.13], [-0.04, 0.04, -0.17], [-0.04, 0.02, 0.10], [0.87, -1.40, 0.00], [-0.03, -0.22, 0.06], [-0.61, 0.77, 0.67], [0.88, -1.22, -0.38], [-0.40, 1.59, -1.45], [-0.92, 0.47, 2.44], [1.10, -1.40, -0.31], [-0.65, 1.14, 0.51], [0.02, 0.92, -1.70], [-0.03, 0.04, -0.16], [0.00, 0.00, -0.07], [-0.03, -0.16, 0.04]], "mulliken_charge": [2.598, -0.388, 0.574, -0.522, -1.639, 1.000, -1.559, 0.819, -0.541, -0.897, -1.044, 0.223, 0.546, -0.540, 0.241, 0.252, 0.439, 0.498, 0.417, 0.508, 0.603, -0.379, 0.070, -0.356, -0.474, -1.324, 1.095, -1.287, -1.583, 0.436, 0.317, 0.275, 0.418, 0.246, 0.379, 0.513, 0.298, 0.323, -1.115, -0.798, 0.160, -0.682, -1.027, 0.378, -0.661, 0.562, -0.665, -1.327, -0.274, 0.207, -1.313, 0.401, 0.317, 0.262, 0.421, 0.416, 0.412, 0.334, 0.158, 0.427, 0.504, 0.551, 0.451, 0.311, 1.019, 0.371, -0.888, 0.416, -0.765, -1.191, -0.506, 0.499, 0.407, 0.137, 0.490, 0.458, 0.586]}



{"formula": "C26H33ClMnN2O2Te", "method": "wB97M-V/def2-TZVPD", "homo_lumo_gap_ev": [5.10, 3.11], "largest_force_ha_per_bohr": 0.0743, "multiplicity": 5, "e_homo_ev": [-2.43, -0.44], "total_charge": -1, "symbols": ["Mn", "Cl", "N", "N", "C", "C", "C", "C", "C", "C", "H", "H", "H", "H", "H", "H", "C", "C", "C", "C", "H", "H", "H", "H", "H", "H", "O", "H", "H", "O", "H", "H", "C", "C", "C", "H", "H", "C", "C", "H", "C", "C", "C", "C", "H", "C", "H", "H", "H", "H", "H", "H", "H", "H", "Te", "C", "C", "C", "C", "C", "C", "H", "H", "H", "H", "H"], "xyz": [[0.332201, -0.126101, 0.258511], [1.841327, -0.127613, -1.453533], [0.025713, 1.939635, -0.114144], [-0.027156, -2.191445, -0.174552], [-0.577099, 2.569653, -1.111931], [-0.657816, -2.831044, -1.146023], [0.993021, 2.877927, 0.511459], [1.216475, 3.866133, -0.624478], [2.289158, 2.226166, 0.960555], [0.343205, 3.511119, 1.731208], [2.789824, 1.719297, 0.129085], [2.130230, 1.511737, 1.782683], [2.942403, 3.026773, 1.331035], [-0.522803, 4.118303, 1.442580], [1.074807, 4.159834, 2.227531], [0.025499, 2.731365, 2.436780], [0.902001, -3.152817, 0.485920], [1.073564, -4.191357, -0.610280], [0.229703, -3.716587, 1.727644], [2.230782, -2.540503, 0.893606], [2.782033, -2.174379, 0.022271], [2.815095, -3.332885, 1.376736], [2.114224, -1.718066, 1.616008], [-0.623306, -4.347637, 1.450562], [-0.118336, -2.906291, 2.387763], [0.954900, -4.334666, 2.270232], [-0.041551, -3.948301, -1.534631], [0.998709, -5.221917, -0.244052], [2.018587, -4.057416, -1.158474], [0.090149, 3.637625, -1.544170], [2.153739, 3.663268, -1.167304], [1.185451, 4.915051, -0.303864], [-1.940487, 2.306119, -1.706331], [-2.008577, -2.531612, -1.754861], [-2.093049, -1.304619, -2.629238], [-2.694164, -2.395111, -0.905653], [-2.334068, -3.422486, -2.305330], [-2.579011, -0.100207, -2.110702], [-2.057220, 1.098341, -2.603276], [-3.253071, -0.097121, -1.248013], [-1.776114, 1.128682, -3.987326], [-1.699887, -0.088064, -4.663191], [-1.647793, 2.414462, -4.744594], [-1.803311, -1.314635, -4.012070], [-1.538979, -0.077656, -5.756183], [-1.686570, -2.587403, -4.793657], [-1.630855, -2.336945, -5.861346], [-2.571345, -3.221789, -4.651354], [-0.791489, -3.164617, -4.534471], [-2.528948, 3.053654, -4.593865], [-1.593476, 2.180942, -5.816634], [-0.748926, 2.978416, -4.469156], [-2.264516, 3.211209, -2.234650], [-2.612589, 2.162363, -0.848986], [-1.079813, -0.263532, 2.524400], [0.178977, 0.254178, 4.152779], [-0.193600, 1.332862, 4.986029], [0.606029, 1.643337, 6.094822], [1.754789, 0.894199, 6.370907], [2.120728, -0.167784, 5.540060], [1.328956, -0.512371, 4.432418], [-1.111392, 1.879998, 4.754644], [0.320764, 2.470733, 6.739942], [2.368099, 1.140335, 7.237324], [3.018877, -0.746996, 5.748889], [1.557326, -1.371735, 3.793953]], "atomic_forces_ev_per_a": [[-0.91, -0.13, 0.53], [1.00, 0.03, -1.00], [-2.38, 1.54, -1.55], [-2.33, -1.06, -1.34], [2.19, -1.76, 2.59], [1.87, 1.76, 2.35], [0.02, -0.50, -0.33], [0.03, 0.07, -0.63], [0.46, -0.04, -0.12], [-0.29, 0.14, 0.16], [-0.13, 0.02, 0.20], [-0.10, 0.16, -0.26], [0.02, -0.10, 0.03], [0.01, -0.11, 0.08], [-0.10, -0.02, -0.03], [0.03, 0.19, -0.23], [-0.04, 0.58, -0.37], [-0.04, -0.12, -0.66], [-0.25, -0.19, 0.20], [0.45, -0.06, -0.09], [-0.12, 0.06, 0.19], [0.07, 0.07, 0.01], [-0.12, -0.22, -0.27], [-0.01, 0.12, 0.08], [0.10, -0.27, -0.30], [-0.10, -0.03, -0.03], [0.22, -1.79, -0.15], [-0.06, 0.17, -0.17], [-0.37, 0.00, 0.00], [0.09, 1.53, -0.08], [-0.41, 0.03, 0.05], [-0.06, -0.22, -0.17], [-0.57, 0.00, -0.10], [-0.39, -0.09, -0.03], [-0.90, 0.04, -1.02], [0.13, -0.02, -0.09], [0.19, 0.05, 0.12], [1.53, -0.08, 1.09], [-0.92, 0.03, -1.09], [0.89, -0.04, 0.38], [0.35, -0.36, 0.63], [-0.23, 0.06, -0.50], [0.25, 0.13, -0.31], [0.37, 0.31, 0.67], [-0.09, -0.01, 0.62], [0.23, -0.12, -0.31], [0.03, -0.16, 0.22], [0.22, 0.04, 0.04], [-0.16, 0.02, 0.03], [0.24, -0.06, 0.04], [0.05, 0.18, 0.24], [-0.17, -0.01, -0.01], [0.23, -0.04, 0.14], [0.18, 0.04, -0.12], [-0.26, -0.03, 0.29], [-0.26, 0.08, 0.21], [0.89, -0.61, 0.19], [-0.19, -0.19, -0.39], [-0.02, 0.08, -0.09], [-0.35, -0.18, -0.42], [-0.27, 0.82, 0.57], [0.35, -0.10, 0.14], [0.09, -0.08, 0.01], [-0.11, -0.03, -0.18], [-0.12, 0.10, 0.07], [0.06, 0.37, 0.26]], "mulliken_charge": [0.274, -0.677, 0.295, 0.294, 0.639, 0.563, 1.858, -0.990, -1.940, -1.380, 0.407, 0.180, 0.519, 0.400, 0.474, -0.062, 1.990, -1.023, -1.450, -1.970, 0.462, 0.549, 0.087, 0.390, -0.035, 0.446, -0.382, 0.273, 0.373, -0.375, 0.377, 0.268, -1.547, -1.536, 0.542, 0.314, 0.396, -0.741, 0.518, 0.360, 0.815, -0.826, -1.508, 0.850, 0.133, -1.519, 0.409, 0.312, 0.263, 0.310, 0.407, 0.257, 0.418, 0.327, -0.333, 0.035, -0.521, -0.492, -0.441, -0.518, -0.113, 0.380, 0.330, 0.331, 0.353, 0.203]}



{"formula": "C26H33ClNRe", "method": "wB97M-V/def2-TZVPD", "homo_lumo_gap_ev": [7.11, 6.34], "largest_force_ha_per_bohr": 0.1243, "multiplicity": 4, "e_homo_ev": [-10.60, -10.63], "total_charge": 1, "symbols": ["C", "C", "C", "C", "C", "Re", "C", "C", "H", "C", "H", "H", "C", "H", "H", "H", "C", "H", "H", "H", "C", "H", "H", "H", "C", "H", "H", "H", "C", "H", "H", "H", "C", "H", "H", "H", "C", "H", "H", "H", "C", "C", "C", "C", "H", "C", "H", "C", "H", "H", "H", "Cl", "C", "C", "C", "C", "N", "C", "H", "H", "H", "H"], "xyz": [[1.241193, -2.260499, 1.002833], [1.685530, -1.461363, -0.103940], [0.738606, -1.616939, -1.175292], [-0.289129, -2.520035, -0.732957], [0.016406, -2.909711, 0.619068], [-0.256819, -0.857594, 0.525145], [-3.378261, 1.160379, -0.685256], [-2.648030, 0.751241, 0.413511], [-2.171261, 1.446148, 1.133769], [-2.339260, -0.694174, 0.711192], [-2.918318, -1.299089, 0.002324], [-2.605482, -0.937655, 1.758875], [-3.321678, 2.722647, -0.920834], [-2.655887, 3.328765, -0.276843], [-3.033210, 3.045931, -1.940000], [-4.341295, 3.095230, -0.754518], [-2.836918, 0.471713, -2.039050], [-1.812965, -0.024268, -2.010476], [-3.542804, -0.316332, -2.325334], [-2.707452, 1.169750, -2.893579], [2.947379, -0.668143, -0.152839], [3.086297, -0.088844, 0.766767], [3.826393, -1.323251, -0.264448], [2.925215, 0.043640, -0.981429], [0.923142, -1.072056, -2.554712], [1.318111, -0.052912, -2.506579], [1.637963, -1.682242, -3.132487], [-0.022737, -1.055271, -3.106165], [-1.395736, -3.085606, -1.565165], [-1.519274, -2.512404, -2.490527], [-1.192936, -4.132301, -1.838891], [-2.347136, -3.074934, -1.021602], [-0.745771, -3.882109, 1.465291], [-1.794201, -3.946085, 1.152458], [-0.313432, -4.892435, 1.400871], [-0.721196, -3.587040, 2.522484], [1.970664, -2.465411, 2.293211], [1.273379, -2.643804, 3.120851], [2.640887, -3.336302, 2.232775], [2.585875, -1.592531, 2.544406], [1.688176, 2.389660, -0.987058], [0.421356, 2.624996, -1.729944], [2.781885, 2.883195, -1.588659], [0.420931, 2.666772, -3.114965], [-0.720316, 2.615343, -1.711880], [2.724384, 3.078119, -3.084903], [3.728160, 3.133333, -1.062053], [1.579088, 2.901803, -3.834841], [-0.611490, 2.513526, -3.569325], [3.621889, 3.364369, -3.679527], [1.441012, 2.934827, -4.899036], [2.893331, 2.686795, 3.749154], [1.460046, 1.747039, 3.649412], [0.682840, 1.530199, 4.789147], [-0.432118, 0.706124, 4.657937], [-0.715585, 0.126270, 3.427274], [0.023184, 0.369294, 2.323522], [1.110356, 1.188958, 2.417897], [0.961169, 1.988293, 5.732063], [-1.095488, 0.478718, 5.489020], [-1.553136, -0.564103, 3.320063], [1.684476, 1.392348, 1.513817]], "atomic_forces_ev_per_a": [[1.53, -0.93, -0.90], [1.46, -1.86, -0.16], [0.87, -0.31, -0.66], [0.46, -1.40, -0.52], [0.19, -1.35, 0.27], [-3.20, 5.03, 1.74], [5.92, 2.08, -1.19], [-0.63, -0.53, -0.05], [-1.16, 0.06, -0.18], [-0.98, 0.27, -0.34], [0.05, -0.14, 0.49], [-0.16, -0.01, -0.57], [-1.19, 0.07, 0.26], [-0.29, -0.74, 0.22], [-0.33, -0.60, 0.32], [0.23, 0.30, -0.14], [-0.81, -1.20, 0.08], [-1.12, 0.53, 0.74], [0.22, 0.06, -0.44], [-0.68, -0.17, 0.76], [0.21, 0.24, -0.01], [0.11, -0.13, -0.11], [-0.31, 0.15, 0.00], [0.10, -0.16, 0.12], [0.07, 0.15, -0.21], [-0.12, -0.09, -0.12], [-0.25, 0.11, 0.28], [0.21, 0.07, 0.09], [-0.32, -0.07, -0.10], [-0.06, -0.14, 0.22], [0.07, 0.33, 0.08], [0.15, 0.00, -0.18], [-0.09, -0.16, 0.15], [0.23, 0.04, 0.07], [-0.06, 0.28, -0.07], [-0.03, -0.06, -0.25], [-0.05, 0.19, 0.31], [0.16, 0.05, -0.13], [-0.23, 0.23, -0.09], [-0.11, -0.18, -0.03], [-3.93, 2.10, -1.69], [-0.91, -1.73, -0.25], [1.59, 0.45, -2.74], [-0.95, -0.09, 0.02], [1.58, -0.50, 2.93], [1.09, 0.06, 0.58], [-0.68, -0.49, -0.51], [0.02, -0.45, 1.00], [1.67, 0.60, 0.10], [-0.43, -0.23, 1.08], [0.84, 0.28, -0.39], [0.04, 0.11, -0.04], [-0.15, -0.16, -0.29], [-0.19, -0.28, -0.50], [0.03, -0.03, -0.15], [0.19, 0.16, 0.01], [0.60, 0.25, 0.32], [-0.79, -0.32, 0.75], [-0.06, -0.07, -0.10], [0.26, 0.13, -0.08], [0.32, 0.31, 0.00], [-0.18, -0.08, 0.21]], "mulliken_charge": [0.688, 0.410, 0.776, 0.801, 0.209, 0.063, 0.398, -0.368, 0.261, -1.263, 0.397, 0.590, -1.339, 0.314, 0.364, 0.388, -0.963, 0.047, 0.400, 0.414, -1.197, 0.294, 0.305, 0.313, -1.083, 0.045, 0.313, 0.324, -1.317, 0.300, 0.341, 0.349, -1.576, 0.349, 0.345, 0.341, -1.198, 0.345, 0.313, 0.322, 0.152, 0.187, -0.732, -0.228, 0.001, -0.279, 0.438, -0.584, 0.246, 0.332, 0.443, -0.186, 0.110, -0.281, -0.861, 0.041, 0.198, -0.160, 0.473, 0.413, 0.263, 0.199]}